This record from the Open Molecules 2025 dataset describes the molecule C16H14N2O3 at a distorted geometry. The level of theory is wB97M-V/def2-TZVPD.

Last columns: bonded neighbours and bond lengths (Å).
Element x y z (Å)
1 O -0.33 2.46 -1.23  C2 1.216
2 C -0.51 1.55 -0.45  O1 1.216, C3 1.505, N12 1.347
3 C -1.87 0.92 -0.32  C2 1.505, C4 1.392, C11 1.392
4 C -2.26 -0.07 -1.21  C3 1.392, C5 1.381, H22 1.079
5 C -3.53 -0.60 -1.15  C4 1.381, C6 1.390, H23 1.079
6 C -4.42 -0.13 -0.19  C5 1.390, N7 1.442, C10 1.390
7 N -5.74 -0.69 -0.11  C6 1.442, O8 1.212, O9 1.212
8 O -6.03 -1.56 -0.90  N7 1.212
9 O -6.49 -0.25 0.74  N7 1.212
10 C -4.04 0.87 0.70  C6 1.390, C11 1.381, H24 1.079
11 C -2.77 1.39 0.63  C3 1.392, C10 1.381, H25 1.079
12 N 0.46 1.05 0.35  C2 1.347, C13 1.442, C21 1.446
13 C 0.32 -0.11 1.20  N12 1.442, C14 1.528, H26 1.096, H27 1.091
14 C 1.03 -1.29 0.55  C13 1.528, C15 1.505, H28 1.095, H29 1.091
15 C 2.44 -0.92 0.18  C14 1.505, C16 1.390, C20 1.392
16 C 3.40 -1.91 -0.02  C15 1.390, C17 1.381, H30 1.081
17 C 4.70 -1.58 -0.36  C16 1.381, C18 1.385, H31 1.080
18 C 5.06 -0.25 -0.52  C17 1.385, C19 1.381, H32 1.079
19 C 4.11 0.74 -0.33  C18 1.381, C20 1.390, H33 1.080
20 C 2.80 0.42 0.01  C15 1.392, C19 1.390, C21 1.507
21 C 1.81 1.53 0.22  N12 1.446, C20 1.507, H34 1.100, H35 1.094
22 H -1.56 -0.42 -1.96  C4 1.079
23 H -3.86 -1.38 -1.83  C5 1.079
24 H -4.76 1.22 1.43  C10 1.079
25 H -2.46 2.18 1.31  C11 1.079
26 H 0.79 0.12 2.16  C13 1.096
27 H -0.73 -0.33 1.36  C13 1.091
28 H 0.49 -1.58 -0.36  C14 1.095
29 H 1.04 -2.15 1.22  C14 1.091
30 H 3.12 -2.94 0.11  C16 1.081
31 H 5.43 -2.36 -0.51  C17 1.080
32 H 6.07 0.01 -0.79  C18 1.079
33 H 4.38 1.77 -0.46  C19 1.080
34 H 2.09 2.09 1.13  C21 1.100
35 H 1.83 2.23 -0.62  C21 1.094

## Properties
Kohn-Sham gap, eV: 8.723
E_HOMO, eV: -9.371
SMILES: O=C(c1ccc([N+](=O)[O-])cc1)N1CCc2ccccc2C1
Molar mass, g mol⁻¹: 282.3